Record 1
{"formula": "C2H11N4", "method": "wB97M-V/def2-TZVPD", "symbols": ["C", "C", "N", "N", "N", "N", "H", "H", "H", "H", "H", "H", "H", "H", "H", "H", "H"], "coordinates": [[-1.662909, 0.929333, 0.213813], [0.381134, -0.698391, -1.487651], [-0.044347, -1.122884, 1.105792], [1.926187, 0.323199, 0.351044], [-0.269326, 1.110463, 0.393128], [0.506872, 0.002328, 0.396400], [-2.252549, 0.793818, 1.138067], [-2.088019, 1.670340, -0.463344], [-1.777984, 0.009166, -0.397092], [-0.287720, 0.058546, -2.040861], [1.404470, -0.623966, -1.673940], [0.048579, -1.717739, -1.487209], [-0.714858, -1.714048, 0.571120], [-0.104446, -1.020312, 2.065432], [2.209945, 0.532537, 1.292987], [2.437006, -0.395444, -0.185653], [0.287965, 1.863055, 0.207967]], "atomic_forces_ev_per_a": [[-0.989, -0.925, -0.957], [-1.704, 1.883, 1.410], [1.241, -0.243, -2.848], [-1.904, -0.095, 0.190], [-0.231, -0.958, 2.375], [-0.700, -3.689, -4.999], [0.366, 0.292, -0.432], [0.111, 0.468, 0.522], [-0.163, 0.219, 0.411], [1.214, -1.240, 1.156], [1.308, 0.274, -0.678], [-0.366, -0.341, 0.195], [0.981, 1.160, 0.918], [-0.419, 0.404, 2.109], [0.646, -0.307, 0.288], [-0.382, 0.435, 1.203], [0.990, 2.663, -0.864]], "e_tot_ha": -301.3784, "e_above_lowest_ev": 6.891, "homo_ev": [-13.706, -13.705], "lumo_ev": [-4.402, -4.403], "total_charge": 1, "fmax_ev_per_a": 6.3}

Record 2
{"formula": "C2H11N4P", "method": "wB97M-V/def2-TZVPD", "symbols": ["C", "C", "N", "N", "N", "N", "P", "H", "H", "H", "H", "H", "H", "H", "H", "H", "H", "H"], "coordinates": [[1.690455, 1.451624, 0.129931], [-0.402210, 0.905687, 1.296223], [1.041900, -0.458424, -2.135911], [0.262304, -2.082689, -0.116533], [-2.782053, -0.783195, -0.164900], [0.508965, 0.686336, 0.247616], [0.240514, -0.550780, -0.810243], [2.322144, 1.469107, 1.007551], [2.333760, 0.836563, -0.594277], [1.453620, 2.450532, -0.299215], [-0.377620, 1.936377, 1.451111], [-1.430534, 0.503473, 1.123905], [-0.052835, 0.383906, 2.231968], [1.136127, 0.576976, -2.337038], [-0.385612, -2.289351, 0.598667], [0.736232, -2.885562, -0.460886], [-2.772159, -1.752493, -0.427649], [-3.522997, -0.398085, -0.740321]], "atomic_forces_ev_per_a": [[1.739, -0.431, -2.062], [-0.736, -1.842, 2.013], [0.256, 1.181, -0.375], [0.530, 1.222, -0.370], [0.734, 0.439, 0.687], [-0.604, -1.934, -1.059], [-1.590, -0.792, 0.192], [-0.259, 0.401, 0.664], [-0.626, 1.435, 0.703], [0.566, -0.379, 0.472], [-0.568, 1.825, 0.721], [0.869, 0.537, -0.342], [-0.185, 0.583, -0.465], [-0.059, -1.611, -0.042], [-0.763, 0.006, 0.629], [0.482, -0.230, -0.580], [0.174, -0.760, -0.333], [0.039, 0.351, -0.451]], "e_tot_ha": -643.0498, "e_above_lowest_ev": 3.303, "homo_ev": [-9.139, -7.064], "lumo_ev": [-0.010, -0.515], "fmax_ev_per_a": 2.8}

Record 3
{"formula": "C2H11NO2S2", "method": "wB97M-V/def2-TZVPD", "symbols": ["N", "C", "C", "S", "S", "H", "H", "H", "H", "H", "H", "H", "H", "H", "O", "H", "H", "O"], "coordinates": [[-1.453827, 1.510717, 1.606471], [-0.769335, 1.285874, 0.319726], [-1.365841, 0.032534, -0.306481], [-0.536070, -0.313589, -1.954543], [-2.044878, -1.556292, -2.601225], [-1.169095, 0.765724, 2.236419], [-1.076752, 2.352063, 2.048628], [0.306367, 1.120064, 0.465903], [-0.760329, 2.114170, -0.385787], [-2.424482, 0.121691, -0.543783], [-1.253283, -0.803038, 0.393983], [-1.167777, -2.479000, -3.025437], [1.777655, -2.612488, 0.605623], [0.792736, -1.392588, 0.919802], [1.711209, -1.655402, 0.704826], [3.713469, 0.284964, -0.609970], [2.614104, 0.291388, 0.338079], [3.106131, 0.933207, -0.212235]], "atomic_forces_ev_per_a": [[0.266, 0.822, 0.154], [0.440, -0.880, 0.140], [0.834, 0.135, -1.089], [1.885, 2.110, 2.046], [-2.101, -2.241, -1.392], [-0.153, -0.073, -0.088], [-0.188, -0.142, -0.196], [0.010, -0.157, -0.008], [-0.720, 0.283, 0.228], [-0.066, 0.251, 0.245], [0.016, -0.178, -0.165], [-0.306, 0.029, 0.155], [-0.464, 0.223, 0.014], [0.611, -0.632, -0.455], [-0.089, 0.481, 0.452], [-0.088, 0.601, -0.203], [-0.185, 0.508, -0.228], [0.299, -1.138, 0.389]], "e_tot_ha": -1084.3607, "e_above_lowest_ev": 1.352, "s_squared": 0.7526, "spin_multiplicity": 2, "homo_ev": [0.529, -3.971], "lumo_ev": [2.993, 2.895], "total_charge": -1, "fmax_ev_per_a": 3.5}

Record 4
{"formula": "C2H11NO2S2", "method": "wB97M-V/def2-TZVPD", "symbols": ["N", "C", "C", "S", "S", "H", "H", "H", "H", "H", "H", "H", "H", "H", "O", "H", "H", "O"], "coordinates": [[2.189440, -1.579015, 0.083376], [1.566547, -0.699831, -0.918762], [0.096520, -0.441630, -0.779281], [-0.281492, 1.116329, -1.629374], [1.579205, 0.593727, 2.471120], [1.711593, -2.432343, 0.201710], [2.197025, -1.031761, 0.882476], [1.857012, -0.856226, -1.950841], [2.052767, 0.312090, -0.717000], [-0.187067, -0.472095, 0.231057], [-0.653143, -1.332576, -0.958653], [0.878704, -0.416652, 2.980301], [-1.154529, 1.533839, 0.992036], [-0.864951, 1.937702, 2.424514], [-1.439951, 2.197683, 1.617463], [-2.427440, 0.861676, -1.733883], [-3.962597, 0.560820, -1.442209], [-3.157643, 0.148262, -1.754051]], "atomic_forces_ev_per_a": [[-0.042, 0.392, -3.255], [2.298, 1.487, 1.189], [-1.519, 0.037, -3.150], [0.066, -1.615, 1.008], [-0.398, 0.020, -0.548], [-0.566, -1.138, 0.251], [0.342, 0.703, 2.393], [-0.104, -0.842, -0.131], [-0.569, -1.190, -0.238], [-0.048, 1.087, 2.942], [1.018, 1.510, -0.703], [-0.100, -0.243, 0.283], [-0.008, -0.280, -0.472], [-1.308, 0.802, -1.854], [1.343, -0.507, 2.261], [-1.761, -1.555, -0.034], [-0.168, 0.208, 0.094], [1.522, 1.123, -0.037]], "e_tot_ha": -1084.1795, "e_above_lowest_ev": 6.129, "homo_ev": -8.825, "lumo_ev": -5.213, "fmax_ev_per_a": 3.5}

Record 5
{"formula": "C2H11NO2S2", "method": "wB97M-V/def2-TZVPD", "symbols": ["N", "C", "C", "S", "S", "H", "H", "H", "H", "H", "H", "H", "O", "H", "H", "O", "H", "H"], "coordinates": [[-1.956559, 0.878370, 2.660778], [-1.115057, -0.302043, 2.642521], [0.398085, 0.093640, 2.403322], [1.371257, -1.394987, 1.862215], [2.578615, -0.511327, 0.436326], [-1.669765, 1.397990, 3.493069], [-2.905650, 0.661872, 2.959623], [-1.173914, -0.872180, 3.571182], [-1.236217, -1.004163, 1.818949], [0.596733, 0.833733, 1.623657], [0.686348, 0.244056, 3.435282], [3.589039, -1.390060, 0.609902], [-1.288975, 0.967659, -3.499897], [-0.516259, 0.624369, -3.963528], [-0.979639, 1.863674, -3.301452], [1.247494, -0.347093, -5.523842], [1.143783, -0.729833, -6.386694], [1.230680, -1.013676, -4.841414]], "atomic_forces_ev_per_a": [[-0.227, 0.404, 0.729], [1.633, -0.471, -1.210], [-0.735, -1.409, 0.906], [-0.691, -0.018, 0.270], [0.308, -0.148, -0.258], [0.320, 0.309, -0.369], [-0.060, -0.447, -0.571], [0.147, -0.186, 0.049], [-1.243, 0.179, -0.129], [-0.386, 0.295, 0.714], [1.048, 1.178, -0.207], [-0.113, 0.314, 0.065], [0.525, 0.446, 0.004], [-0.094, -0.305, -0.236], [-0.389, -0.136, 0.119], [0.064, 1.150, 0.542], [-0.120, -0.588, -0.269], [0.014, -0.568, -0.150]], "e_tot_ha": -1084.3641, "e_above_lowest_ev": 1.106, "smiles": "NCCSS.O.O", "homo_ev": -8.191, "lumo_ev": 0.437, "fmax_ev_per_a": 2.1}

Record 6
{"formula": "C2H11NO3", "method": "wB97M-V/def2-TZVPD", "symbols": ["C", "N", "C", "H", "H", "H", "H", "H", "O", "H", "H", "O", "H", "H", "O", "H", "H"], "coordinates": [[1.820075, 0.734456, 0.122016], [1.221780, 1.714747, 0.753904], [-0.214861, 1.608120, 0.975779], [2.659116, 0.960261, -0.434517], [1.662813, -0.296711, 0.125768], [-0.601300, 1.902671, 0.001136], [-0.419076, 2.629409, 1.616797], [-0.457112, 0.672779, 1.679454], [-3.008574, -0.036162, -1.728134], [-3.357012, -0.958247, -1.901103], [-2.605042, 0.093420, -0.811714], [1.352748, -2.766380, 2.824056], [1.377283, -3.520628, 2.340515], [2.235279, -2.326198, 2.972182], [-0.486579, -0.594155, -2.899814], [-1.344312, -0.133597, -2.906619], [0.164776, 0.316216, -2.729707]], "atomic_forces_ev_per_a": [[-1.531, 3.136, 2.539], [1.186, -2.067, -3.176], [0.840, 1.887, 4.420], [2.319, 0.823, -0.562], [-1.628, -1.788, 0.003], [-0.872, -1.085, 0.110], [-0.038, -2.722, -1.172], [-0.314, 1.768, -2.191], [-0.003, -0.470, 0.846], [0.884, 1.567, 1.047], [-1.018, -1.039, -1.896], [0.592, 4.735, 2.861], [0.840, -3.363, -2.256], [-1.433, -1.347, -0.620], [2.889, 4.513, 0.668], [-0.054, -0.392, 0.176], [-2.658, -4.157, -0.798]], "e_tot_ha": -363.1435, "e_above_lowest_ev": 3.561, "smiles": "C=NC.O.O.O", "homo_ev": -9.410, "lumo_ev": 0.441, "fmax_ev_per_a": 5.6}

Record 7
{"formula": "C2H11NO3", "method": "wB97M-V/def2-TZVPD", "symbols": ["C", "N", "C", "O", "H", "H", "H", "H", "H", "H", "H", "O", "H", "H", "O", "H", "H"], "coordinates": [[-0.627491, -2.354767, 0.850137], [-1.742347, -1.447537, 0.627647], [-1.499709, -0.037803, 0.347931], [-0.083461, 0.300296, 0.148138], [0.109221, -1.783278, 1.383508], [-0.808659, -3.364444, 1.382779], [-0.264546, -2.726798, -0.142898], [-2.459232, -1.980430, 0.096305], [-1.715507, 0.427653, 1.343042], [-2.070858, 0.262204, -0.562173], [-0.158567, 1.151737, -0.198983], [0.563342, 2.780041, -1.690654], [1.025597, 2.804915, -2.632334], [1.158426, 3.355591, -1.182658], [2.949016, 0.861428, -0.297564], [3.318357, 1.446366, 0.331164], [2.306418, 0.304827, 0.196613]], "atomic_forces_ev_per_a": [[0.160, -1.355, -0.885], [-1.010, -1.998, -0.298], [0.690, -0.590, 1.198], [-1.177, -2.831, 0.603], [0.721, -0.230, 0.115], [-0.480, 1.936, -0.245], [0.474, 0.513, 0.717], [0.751, 1.500, 0.136], [-0.532, 0.566, -1.261], [0.107, 0.127, 1.047], [0.474, 2.365, -1.210], [1.681, 0.559, -2.819], [-1.558, -0.297, 2.975], [-0.251, -0.304, -0.053], [-1.073, -1.426, -0.571], [0.588, 0.851, 1.092], [0.434, 0.612, -0.541]], "e_tot_ha": -363.2082, "e_above_lowest_ev": 1.802, "smiles": "CNCO.O.O", "homo_ev": -8.280, "lumo_ev": 0.596, "fmax_ev_per_a": 3.4}